Molecular formula: C3HNO2
Method: DFT, wB97M-V/def2-TZVPD

Geometry as XYZ:
```
7
Properties=species:S:1:pos:R:3:forces:R:3
C 1.9609 1.2320 0.8150 -0.2 -3.0 1.1
C 1.6876 -0.0699 0.7264 0.1 0.7 -0.7
C -2.3754 -0.6955 -0.8797 0.4 -4.2 4.5
N 1.4886 -1.2308 0.5567 0.1 0.8 0.4
O -2.3133 -1.6619 -0.0621 -0.4 5.8 -5.3
O -2.4236 0.2556 -1.5553 0.1 -1.6 0.8
H 1.9752 2.1705 0.3991 0.0 1.6 -0.8
```
Positions in Å, forces in eV/Å.

* energy relative to the best compared isomer or geometry (same formula, charge and spin): 2.5321 eV
* LUMO level (spin up / spin down): -2.10 / -2.10 eV
* total charge: 0
* molecular weight: 83.0 u
* E: -8707.813 eV
* HOMO level (spin up / spin down): -9.88 / -9.86 eV

Okay, here come the natural (NBO) numbers, in e, for every atom: number 1, C, carries -0.05; number 2, C, carries 0.04; number 3, C, carries 1.03; number 4, N, carries -0.19; number 5, O, carries -0.54; number 6, O, carries -0.49; number 7, H, carries 0.21